# 1
Molecular formula: C23H25N2O7S
Method: DFT, ωB97M-V/def2-TZVPD

```
58
C23H25N2O7S, DFT ωB97M-V/def2-TZVPD
C 2.72 2.36 -2.74
N 3.24 1.16 -3.35
C 4.24 1.37 -4.38
C 2.85 -0.10 -2.93
C 2.23 -1.00 -3.83
C 1.58 -2.12 -3.33
C 1.64 -2.40 -1.97
C 0.76 -3.49 -1.36
C -0.39 -2.90 -0.65
C -0.24 -2.45 0.74
O 0.83 -2.22 1.26
O -1.39 -2.27 1.49
C -2.59 -2.88 0.99
C -2.53 -4.39 1.17
C -3.78 -2.22 1.69
O -2.74 -2.53 -0.41
C -1.73 -3.05 -1.21
O -1.97 -3.51 -2.30
C 2.45 -1.65 -1.12
C 3.02 -0.47 -1.58
H 1.91 2.13 -2.03
H 3.52 2.90 -2.21
H 2.31 3.02 -3.52
H 4.67 0.40 -4.68
H 3.81 1.87 -5.25
H 5.05 2.00 -3.99
H 2.17 -0.75 -4.90
H 1.00 -2.77 -3.99
H 0.37 -4.13 -2.16
H 1.37 -4.05 -0.64
H -1.68 -4.81 0.62
H -2.43 -4.63 2.23
H -3.45 -4.83 0.78
H -3.77 -1.14 1.48
H -4.72 -2.64 1.30
H -3.74 -2.38 2.77
H 2.59 -1.96 -0.09
H 3.60 0.17 -0.90
C -0.87 4.54 5.58
C -0.96 3.88 4.24
C -2.09 3.12 3.91
C -2.17 2.45 2.69
C -1.09 2.52 1.80
S -1.23 1.88 0.12
N -0.78 0.06 -0.03
C -0.95 -0.46 -1.14
O -1.11 -0.70 -2.30
O -2.62 1.96 -0.24
O -0.22 2.56 -0.67
C 0.01 3.33 2.08
C 0.07 4.01 3.30
H 0.06 5.12 5.66
H -1.72 5.21 5.75
H -0.87 3.80 6.38
H -2.92 3.07 4.62
H -3.06 1.90 2.41
H 0.78 3.46 1.33
H 0.93 4.64 3.52
```

Values from the calculation:
Charge   -1
Energy   -52404.989 eV
Max |F|   0.06024 Eh/bohr

---

# 2
Molecular formula: C6H12CdN2OP
Method: DFT, ωB97M-V/def2-TZVPD

```
23
C6H12CdN2OP, DFT ωB97M-V/def2-TZVPD
C -2.54 -0.24 0.17
C -2.43 1.08 0.65
C -1.65 1.08 1.84
C -1.25 -0.26 2.11
C -1.78 -1.08 1.05
Cd 0.12 -0.38 -0.21
P 0.50 0.09 -2.76
H -3.18 -0.57 -0.65
H -2.85 1.96 0.17
H -1.38 1.94 2.45
H -1.86 -2.17 1.11
H -0.83 -0.61 3.05
H 1.57 0.95 -3.19
H -0.59 0.53 -3.60
H 0.87 -1.15 -3.39
N 4.14 -1.40 -0.05
C 3.50 -0.25 0.27
N 4.30 0.83 0.41
O 2.25 -0.18 0.44
H 5.14 -1.36 -0.20
H 3.63 -2.26 -0.15
H 3.89 1.71 0.65
H 5.29 0.74 0.22
```

Values from the calculation:
Charge   -1
Energy   -25294.209 eV
Max |F|   0.06076 Eh/bohr

---

# 3
Molecular formula: C2H6N3S
Method: DFT, ωB97M-V/def2-TZVPD

```
12
C2H6N3S, DFT ωB97M-V/def2-TZVPD
H -0.08 0.26 -3.18
N -0.70 -0.02 -2.43
N -0.30 0.00 -1.26
N -0.82 -0.52 -0.22
C -0.35 -0.31 1.12
C 1.00 0.49 0.97
S 1.24 0.94 -0.68
H -1.39 -1.20 -0.62
H -0.13 -1.31 1.47
H -1.09 0.06 1.79
H 0.82 1.58 1.47
H 1.79 0.03 1.56
```

Values from the calculation:
Charge   +1
Energy   -17466.190 eV
SMILES string   [H]/N=[N+]1/NCCS1
Max |F|   0.11704 Eh/bohr
Energy above the lowest of the compared OMol25 structures with the same formula, charge and spin   380.9 kJ/mol

---

Please write out number 3 again, unchanged.
Molecular formula: C2H6N3S
Method: DFT, ωB97M-V/def2-TZVPD

```
12
C2H6N3S, DFT ωB97M-V/def2-TZVPD
H -0.08 0.26 -3.18
N -0.70 -0.02 -2.43
N -0.30 0.00 -1.26
N -0.82 -0.52 -0.22
C -0.35 -0.31 1.12
C 1.00 0.49 0.97
S 1.24 0.94 -0.68
H -1.39 -1.20 -0.62
H -0.13 -1.31 1.47
H -1.09 0.06 1.79
H 0.82 1.58 1.47
H 1.79 0.03 1.56
```

Values from the calculation:
Charge   +1
Energy   -17466.190 eV
SMILES string   [H]/N=[N+]1/NCCS1
Max |F|   0.11704 Eh/bohr
Energy above the lowest of the compared OMol25 structures with the same formula, charge and spin   380.9 kJ/mol

---

> The lowest energy belongs to which entry?

C23H25N2O7S